(1)
Formula: C15H60O15
Source: the OMol25 dataset
Level of theory: ωB97M-V/def2-TZVPD

Last column: Mulliken charge in e.
Element x y z (Å)
C1 -9.3208 13.2529 0.5586  -0.401
O1 -10.1357 13.2049 1.7646  -0.517
H1 -8.5639 14.0253 0.4221  0.182
H2 -8.8351 12.3056 0.3246  0.410
H3 -10.0422 13.4216 -0.2410  0.020
H4 -9.5824 13.5235 2.4815  0.295
C2 -13.2049 22.0416 2.0596  -0.417
O2 -14.3943 22.3729 2.7901  -0.547
H5 -13.1501 22.0338 0.9710  0.100
H6 -12.2822 22.5057 2.4080  0.310
H7 -13.0363 21.0266 2.4196  0.218
H8 -14.8803 21.5719 2.9994  0.316
C3 -10.8981 12.6466 -3.2609  -0.606
O3 -11.0773 13.6144 -4.2721  -0.501
H9 -11.5823 12.8235 -2.4311  0.233
H10 -11.2162 11.6461 -3.5539  0.337
H11 -9.8707 12.5187 -2.9200  0.281
H12 -10.3618 14.2311 -4.1010  0.305
C4 -7.4838 16.0742 -4.2979  -0.631
O4 -8.8850 15.8837 -4.1197  -0.504
H13 -7.2629 17.0488 -4.7333  0.198
H14 -7.0094 15.8991 -3.3322  0.242
H15 -7.0170 15.2913 -4.8955  0.280
H16 -9.1138 16.0546 -3.2032  0.354
C5 -12.7949 22.2810 -2.4903  -0.381
O5 -13.9813 22.3335 -1.7465  -0.507
H17 -12.9218 22.9374 -3.3512  0.342
H18 -11.9847 22.5858 -1.8279  0.164
H19 -12.5440 21.3300 -2.9602  0.116
H20 -14.7348 21.9940 -2.2350  0.285
C6 -15.8232 17.9420 1.2802  -0.512
O6 -15.8154 18.7977 2.3534  -0.466
H21 -14.9852 18.3421 0.7094  0.155
H22 -15.6391 16.9300 1.6408  0.306
H23 -16.7216 18.0923 0.6816  0.212
H24 -15.3896 18.2140 2.9855  0.314
C7 -13.5659 18.1946 -4.3858  -0.609
O7 -13.5519 19.2746 -5.2281  -0.507
H25 -14.0548 18.4212 -3.4384  0.374
H26 -13.8055 17.2026 -4.7689  0.329
H27 -12.5466 18.0234 -4.0395  0.103
H28 -12.8200 19.0892 -5.8211  0.343
C8 -11.4184 16.6160 -1.2554  -0.768
O8 -10.0640 16.3831 -1.4459  0.085
H29 -11.7682 15.9014 -0.5103  0.334
H30 -11.5238 17.5944 -0.7867  0.220
H31 -12.0670 16.5262 -2.1268  0.248
H32 -9.6081 16.4691 -0.6055  -0.108
C9 -16.2304 14.8382 -5.1191  -0.581
O9 -16.3712 16.2702 -5.2150  -0.479
H33 -15.3003 14.5404 -4.6350  0.232
H34 -17.0196 14.1645 -4.7857  0.285
H35 -16.0642 14.5790 -6.1647  0.259
H36 -15.7330 16.5373 -5.8806  0.297
C10 -5.5204 18.2407 -0.9458  -0.354
O10 -4.7213 17.2116 -1.4248  -0.515
H37 -5.0991 19.1120 -1.4472  0.414
H38 -6.5585 18.1672 -1.2700  -0.020
H39 -5.5758 18.3258 0.1394  0.182
H40 -3.8539 17.6140 -1.5103  0.319
C11 -10.1093 19.2716 -6.2357  -0.337
O11 -11.3530 19.0765 -6.9782  -0.585
H41 -9.2337 19.3709 -6.8772  0.373
H42 -10.1751 20.1383 -5.5781  0.222
H43 -9.9538 18.4240 -5.5682  0.003
H44 -11.2398 19.1761 -7.9262  0.297
C12 -9.0465 16.7209 1.5746  -0.575
O12 -8.2996 17.3705 0.5332  -0.668
H45 -8.3601 15.9332 1.8851  0.140
H46 -9.2568 17.5028 2.3044  0.202
H47 -9.9613 16.3252 1.1333  0.423
H48 -8.6577 18.1710 0.1425  0.509
C13 -7.5827 19.5787 3.3191  -0.266
O13 -7.0199 19.4222 4.6344  -0.609
H49 -7.0197 20.3664 2.8184  0.288
H50 -7.2474 18.6808 2.8001  0.041
H51 -8.6410 19.8386 3.2941  0.263
H52 -6.1910 18.9627 4.7872  0.301
C14 -11.8562 10.2463 0.3249  -0.213
O14 -12.4638 9.4742 -0.6928  -0.512
H53 -12.6351 10.6677 0.9602  0.248
H54 -11.1824 9.7040 0.9882  0.283
H55 -11.3422 11.0862 -0.1426  -0.088
H56 -11.7258 9.2570 -1.2671  0.297
C15 -10.1407 20.3802 -0.8728  -0.866
O15 -9.0123 19.7257 -0.3253  -0.442
H57 -9.9737 21.3878 -1.2536  0.338
H58 -10.4924 19.8333 -1.7476  0.260
H59 -10.9898 20.6066 -0.2278  0.410
H60 -8.3325 20.3167 0.0066  0.196

Results
Calculated total energy, a.u.: -1735.7023
ΔE to the lowest compared entry with this formula, charge and spin, kcal per mole: 241.1
Gap between HOMO and LUMO, eV: 9.9

(2)
Formula: C13H6ClHgN3S2
Source: the OMol25 dataset
Level of theory: ωB97M-V/def2-TZVPD

Last column: Mulliken spin population.
Element x y z (Å)
Hg1 3.3301 3.5308 -0.9874  0.588
S1 4.9095 1.5795 -0.6713  0.269
C1 3.7816 0.3312 -0.1948  0.023
C2 4.3593 -0.9183 -0.3278  -0.008
C3 3.5577 -2.0720 -0.3211  0.005
C4 4.2164 -3.2718 -0.5749  -0.001
N1 4.7761 -4.2821 -0.8353  0.002
C5 2.2136 -1.9820 0.1679  -0.001
C6 1.7006 -0.7773 0.5602  0.002
C7 2.3836 0.4499 0.2717  0.032
S2 1.4838 1.8448 0.6195  0.100
C8 1.2610 -3.0718 0.2158  0.001
N2 0.5167 -3.9438 -0.0201  0.000
H1 5.4425 -1.0169 -0.4513  -0.008
H2 0.7170 -0.8092 1.0488  -0.004
Cl1 -4.8084 -1.2678 -1.0860  0.000
C9 -4.2849 0.1024 -0.2310  0.000
C10 -5.2106 1.0382 0.2397  0.000
C11 -4.7532 2.3245 0.6823  0.000
C12 -3.4022 2.6008 0.5224  0.000
N3 -2.5567 1.6925 0.1528  -0.001
C13 -2.9454 0.4499 -0.1331  0.002
H3 -6.2794 0.9149 0.0749  0.000
H4 -5.3818 3.1098 1.0420  0.000
H5 -2.9437 3.6492 0.5939  0.000
H6 -2.0831 -0.2054 -0.3580  0.000

Results
Calculated total energy, a.u.: -2073.2752
Charge: -1
2S+1: 2
Gap between HOMO and LUMO (alpha / beta), eV: 6.6 / 5.4

(3)
Formula: C15H60BNO26
Source: the OMol25 dataset
Level of theory: ωB97M-V/def2-TZVPD

Last column: Mulliken charge in e.
Element x y z (Å)
C1 24.2110 38.2610 5.8270  -0.975
C2 25.4960 37.7900 6.3160  -1.955
C3 26.6430 38.6100 5.8970  -2.164
C4 26.8150 39.9810 6.6120  -0.564
N1 28.2090 40.5370 6.8120  1.053
C5 29.0380 39.5860 7.7630  -0.337
C6 30.0360 40.4880 8.4370  -0.866
C7 29.5250 41.9400 8.2570  0.195
C8 28.1160 41.7700 7.6920  -0.660
C9 28.7630 40.7590 5.4750  -0.816
C10 28.1660 41.8150 4.4970  -2.783
C11 29.1820 42.1780 3.3970  -0.704
H1 24.2930 38.3160 4.6630  0.313
H2 23.8580 39.1940 6.4990  -0.061
H3 23.5570 37.4050 5.8480  0.510
H4 25.5810 36.8640 6.1500  0.963
H5 25.2570 37.6030 7.3430  0.466
H6 26.6740 38.7950 4.8690  0.744
H7 27.4450 38.2400 5.7440  1.780
H8 26.5620 39.8560 7.6500  0.911
H9 26.3280 40.8500 5.9960  0.209
H10 29.3140 38.7740 7.0940  0.357
H11 28.5300 38.8130 8.3980  -0.052
H12 30.9340 40.3330 7.9530  0.683
H13 29.8810 40.1810 9.4830  0.022
H14 30.4050 42.4330 7.5320  -0.494
H15 29.6130 42.5820 9.2930  0.394
H16 27.7750 42.7470 7.3570  0.159
H17 27.4420 41.6090 8.4510  0.716
H18 28.8930 39.6850 5.0060  0.432
H19 29.7940 40.9270 5.6470  0.639
H20 27.8870 42.6730 5.0940  0.367
H21 27.3340 41.5420 4.3830  1.997
H22 29.9310 42.8380 3.7770  0.428
H23 28.7360 42.8480 2.6960  0.092
H24 29.6890 41.1930 2.8750  0.138
O1 33.4980 44.7480 5.7240  -0.601
C12 32.9540 44.2140 6.6520  0.423
O2 33.1050 44.7280 7.8380  -0.517
B1 33.0090 43.6390 8.7300  1.222
O3 33.0820 42.4410 8.0300  -0.391
C13 32.8130 42.8320 6.8530  0.657
O4 32.3990 42.0980 5.9560  -0.593
O5 31.8140 43.7530 9.5890  -0.376
C14 32.1310 43.7240 10.8570  0.698
O6 31.3360 43.6580 11.7480  -0.774
C15 33.5550 43.7850 11.0010  0.453
O7 34.0580 43.7440 9.7940  -0.533
O8 34.2370 43.5670 11.9590  -0.601
O9 27.7280 41.2520 -0.2930  -0.608
H25 28.5100 41.8190 -0.0510  0.348
H26 28.2650 40.3840 -0.5960  0.348
O10 22.0410 39.4630 8.4200  -0.566
H27 22.2380 38.5470 8.6630  0.293
H28 21.6300 39.8320 9.1510  0.263
O11 30.9190 37.5750 10.3900  -0.601
H29 30.1830 37.9400 10.8340  0.335
H30 31.1960 37.0550 11.1940  0.294
O12 31.1210 38.2240 5.0360  -0.583
H31 31.7620 38.4070 4.2330  0.289
H32 31.5330 38.0010 5.8080  0.284
O13 30.3920 39.5850 0.7510  -0.530
H33 30.6990 40.4710 0.6790  0.244
H34 30.2160 39.5860 -0.1550  0.271
O14 25.8450 44.1580 2.9010  -0.640
H35 26.7350 44.3490 2.8390  0.244
H36 25.5750 43.4730 2.3230  0.291
O15 31.6610 42.3100 1.0010  -0.627
H37 32.6350 42.4260 0.8380  0.278
H38 31.4660 42.9740 1.6250  0.326
O16 25.0490 43.5460 5.4150  -0.539
H39 25.1500 43.8820 4.4750  0.355
H40 24.1600 43.9190 5.7730  0.307
O17 28.6310 35.8620 7.6960  -0.604
H41 29.4320 35.7960 8.1940  0.305
H42 27.8590 35.9370 8.2480  0.286
O18 30.1810 41.0180 12.3280  -0.690
H43 30.4890 41.9990 12.3720  0.301
H44 30.9650 40.6120 12.7950  0.319
O19 23.2990 41.5720 6.7290  -0.405
H45 24.0070 41.9150 7.0970  0.211
H46 22.8910 41.1610 7.4600  0.209
O20 32.1740 38.0210 7.9830  -0.571
H47 32.9610 38.4920 8.2730  0.292
H48 31.5370 37.8680 8.6760  0.267
O21 28.9310 38.6100 11.9470  -0.694
H49 28.0430 38.8240 11.6840  0.337
H50 29.4140 39.2450 12.2160  0.344
O22 22.2700 41.2900 3.8680  -0.613
H51 21.5890 40.6030 4.0720  0.325
H52 22.8030 41.1970 4.5700  0.242
O23 26.7170 39.8120 10.8890  -0.596
H53 26.5680 40.6980 11.0110  0.249
H54 26.0730 39.0550 11.0360  0.323
O24 29.2400 43.5370 0.4050  -0.566
H55 30.1340 43.6820 0.5590  0.263
H56 29.0010 43.6980 -0.4580  0.430
O25 26.7600 45.2960 9.0070  -0.607
H57 26.4020 44.6240 9.6080  0.281
H58 26.7320 45.2430 8.0390  0.319
O26 28.4040 45.1950 1.6250  -0.850
H59 27.7170 45.7870 1.0920  0.275
H60 28.6800 44.3510 0.9850  0.340

Results
Calculated total energy, a.u.: -2643.1239
ΔE to the lowest compared entry with this formula, charge and spin, kcal per mole: 76.3
Gap between HOMO and LUMO, eV: 8.7

What is the calculated total energy in the first record?
-1735.7023 a.u.

What is the formula in the second record?
C13H6ClHgN3S2

Repeat the second record exactly.
Formula: C13H6ClHgN3S2
Source: the OMol25 dataset
Level of theory: ωB97M-V/def2-TZVPD

Last column: Mulliken spin population.
Element x y z (Å)
Hg1 3.3301 3.5308 -0.9874  0.588
S1 4.9095 1.5795 -0.6713  0.269
C1 3.7816 0.3312 -0.1948  0.023
C2 4.3593 -0.9183 -0.3278  -0.008
C3 3.5577 -2.0720 -0.3211  0.005
C4 4.2164 -3.2718 -0.5749  -0.001
N1 4.7761 -4.2821 -0.8353  0.002
C5 2.2136 -1.9820 0.1679  -0.001
C6 1.7006 -0.7773 0.5602  0.002
C7 2.3836 0.4499 0.2717  0.032
S2 1.4838 1.8448 0.6195  0.100
C8 1.2610 -3.0718 0.2158  0.001
N2 0.5167 -3.9438 -0.0201  0.000
H1 5.4425 -1.0169 -0.4513  -0.008
H2 0.7170 -0.8092 1.0488  -0.004
Cl1 -4.8084 -1.2678 -1.0860  0.000
C9 -4.2849 0.1024 -0.2310  0.000
C10 -5.2106 1.0382 0.2397  0.000
C11 -4.7532 2.3245 0.6823  0.000
C12 -3.4022 2.6008 0.5224  0.000
N3 -2.5567 1.6925 0.1528  -0.001
C13 -2.9454 0.4499 -0.1331  0.002
H3 -6.2794 0.9149 0.0749  0.000
H4 -5.3818 3.1098 1.0420  0.000
H5 -2.9437 3.6492 0.5939  0.000
H6 -2.0831 -0.2054 -0.3580  0.000

Results
Calculated total energy, a.u.: -2073.2752
Charge: -1
2S+1: 2
Gap between HOMO and LUMO (alpha / beta), eV: 6.6 / 5.4